--- i ---
{
  "formula": "C4H12N3",
  "method": "ωB97M-V with the def2-TZVPD basis set",
  "homo_energy_ev": -12.501,
  "total_charge": 1,
  "mol_weight_g_mol": 102.2,
  "elements": ["N", "C", "N", "H", "H", "H", "H", "H", "H", "C", "C", "C", "N", "H", "H", "H", "H", "H", "H"],
  "coordinates": [[1.900, -1.310, -1.005], [2.925, -0.742, -0.125], [2.598, 0.503, 0.528], [1.079, -1.515, -0.463], [1.661, -0.628, -1.660], [3.191, -1.498, 0.653], [3.788, -0.570, -0.827], [2.339, 1.192, -0.121], [1.845, 0.325, 1.168], [-2.787, 0.314, -0.038], [-3.538, -0.565, 0.640], [-0.713, 1.467, -0.177], [-1.418, 0.431, 0.196], [-3.198, 1.027, -0.770], [-3.093, -1.239, 1.345], [-4.615, -0.627, 0.457], [0.317, 1.530, 0.107], [-1.257, 2.210, -0.750], [-1.025, -0.306, 0.841]]
}

***

--- ii ---
{
  "formula": "C4H12N3",
  "method": "ωB97M-V with the def2-TZVPD basis set",
  "homo_energy_ev": -13.849,
  "smiles": "N/C=[NH+]\\CCCN",
  "total_charge": 1,
  "mol_weight_g_mol": 102.2,
  "elements": ["N", "C", "N", "C", "C", "C", "N", "H", "H", "H", "H", "H", "H", "H", "H", "H", "H", "H", "H"],
  "coordinates": [[2.708, 0.039, -0.779], [2.039, 0.488, 0.265], [0.810, 0.184, 0.556], [0.174, -1.065, 0.125], [-0.953, -0.662, -0.831], [-1.998, 0.112, -0.013], [-1.398, 1.239, 0.833], [3.684, 0.251, -0.910], [2.329, -0.613, -1.452], [2.652, 0.834, 1.090], [-0.046, 0.914, 0.918], [-0.256, -1.620, 0.957], [0.921, -1.725, -0.312], [-1.489, -1.551, -1.183], [-0.594, -0.115, -1.692], [-2.732, 0.602, -0.635], [-2.424, -0.568, 0.733], [-1.699, 1.102, 1.784], [-1.728, 2.154, 0.547]]
}

***

--- iii ---
{
  "formula": "C4H12N3",
  "method": "ωB97M-V with the def2-TZVPD basis set",
  "homo_energy_ev": -12.333,
  "smiles": "[H]/N=C\\NCCC[NH3+]",
  "total_charge": 1,
  "mol_weight_g_mol": 102.2,
  "elements": ["H", "N", "C", "N", "C", "C", "C", "N", "H", "H", "H", "H", "H", "H", "H", "H", "H", "H", "H"],
  "coordinates": [[0.264, -0.302, 3.034], [1.269, -0.282, 3.139], [2.003, 0.277, 2.289], [1.670, 0.744, 1.017], [0.300, 0.653, 0.536], [0.159, -0.425, -0.567], [-0.788, -0.033, -1.727], [-2.123, -0.724, -1.674], [3.063, 0.307, 2.513], [2.139, 1.579, 0.694], [0.077, 1.605, 0.055], [-0.419, 0.461, 1.327], [-0.207, -1.350, -0.124], [1.116, -0.702, -1.014], [-0.323, -0.233, -2.678], [-0.905, 1.049, -1.704], [-2.137, -1.482, -0.985], [-2.858, -0.032, -1.528], [-2.301, -1.112, -2.603]]
}

***

--- iv ---
{
  "formula": "C4H12N3",
  "method": "ωB97M-V with the def2-TZVPD basis set",
  "homo_energy_ev": -13.525,
  "smiles": "N/C=[NH+]\\CCCN",
  "total_charge": 1,
  "mol_weight_g_mol": 102.2,
  "elements": ["N", "C", "N", "C", "C", "C", "N", "H", "H", "H", "H", "H", "H", "H", "H", "H", "H", "H", "H"],
  "coordinates": [[0.228, 1.594, -1.047], [-0.860, 0.962, -1.425], [-1.377, -0.046, -0.745], [-0.677, -1.133, -0.247], [-0.394, -1.023, 1.243], [0.972, -0.345, 1.640], [1.748, -0.082, 0.397], [0.405, 2.463, -1.537], [0.892, 1.133, -0.395], [-1.551, 1.672, -1.929], [-2.401, -0.070, -0.664], [-1.139, -2.081, -0.269], [0.277, -1.198, -0.810], [-1.075, -0.252, 1.488], [-0.463, -1.972, 1.826], [0.736, 0.655, 2.174], [1.544, -1.002, 2.264], [1.817, -1.026, -0.115], [2.512, 0.654, 0.457]]
}

***

ii (0.865 eV below the next structure)

***

--- i ---
{
  "formula": "C4H12N3",
  "method": "ωB97M-V with the def2-TZVPD basis set",
  "homo_energy_ev": -13.190,
  "smiles": "CCNCNC=[NH2+]",
  "total_charge": 1,
  "mol_weight_g_mol": 102.2,
  "elements": ["C", "C", "N", "C", "N", "C", "N", "H", "H", "H", "H", "H", "H", "H", "H", "H", "H", "H", "H"],
  "coordinates": [[-2.512, -0.700, 0.182], [-1.153, -0.039, 0.511], [-0.541, 0.448, -0.739], [0.545, 1.425, -0.501], [1.489, 0.836, 0.432], [2.059, -0.361, 0.434], [2.032, -1.300, -0.469], [-2.394, -1.287, -0.767], [-2.950, -1.231, 0.934], [-3.145, 0.165, 0.001], [-0.503, -0.844, 0.917], [-1.286, 0.741, 1.349], [-1.285, 0.684, -1.430], [-0.034, 2.319, -0.072], [1.201, 1.680, -1.488], [2.034, 1.556, 0.892], [2.600, -0.585, 1.308], [1.301, -1.307, -1.213], [2.540, -2.202, -0.279]]
}

***

--- ii ---
{
  "formula": "C4H12N3",
  "method": "ωB97M-V with the def2-TZVPD basis set",
  "homo_energy_ev": -13.687,
  "total_charge": 1,
  "mol_weight_g_mol": 102.2,
  "elements": ["N", "C", "N", "H", "H", "H", "H", "C", "C", "C", "N", "H", "H", "H", "H", "H", "H", "H", "H"],
  "coordinates": [[-1.558, -3.133, 1.535], [-1.262, -1.915, 2.020], [-0.586, -1.039, 1.365], [-1.883, -3.832, 2.170], [-1.047, -3.457, 0.735], [-1.668, -1.708, 3.006], [-0.542, -0.183, 1.911], [0.888, 3.187, -1.082], [1.020, 1.734, -0.768], [0.391, 0.786, -1.437], [0.555, -0.629, -1.044], [0.214, 3.370, -1.915], [0.504, 3.722, -0.214], [1.852, 3.631, -1.325], [1.673, 1.454, 0.054], [-0.296, 0.939, -2.255], [1.542, -0.875, -0.983], [0.099, -0.804, -0.067], [0.105, -1.248, -1.706]]
}

***

ii (0.894 eV below the next structure)

***

--- i ---
{
  "formula": "C4H12N3",
  "method": "ωB97M-V with the def2-TZVPD basis set",
  "homo_energy_ev": -12.504,
  "smiles": "N/C=C(\\[NH3+])CCN",
  "total_charge": 1,
  "mol_weight_g_mol": 102.2,
  "elements": ["N", "C", "C", "N", "C", "C", "N", "H", "H", "H", "H", "H", "H", "H", "H", "H", "H", "H", "H"],
  "coordinates": [[-1.329, -0.791, 2.541], [-0.771, 0.153, 1.701], [-0.076, -0.176, 0.604], [0.441, -1.616, 0.680], [0.717, 0.626, -0.355], [0.278, 0.496, -1.852], [0.220, 1.804, -2.435], [-1.699, -0.486, 3.430], [-2.094, -1.294, 2.103], [-0.725, 1.179, 2.058], [0.416, -2.014, -0.263], [-0.099, -2.225, 1.293], [1.423, -1.666, 0.959], [0.554, 1.677, -0.111], [1.786, 0.427, -0.243], [-0.710, 0.035, -1.880], [0.936, -0.245, -2.320], [-0.368, 1.865, -3.253], [1.099, 2.250, -2.659]]
}

***

--- ii ---
{
  "formula": "C4H12N3",
  "method": "ωB97M-V with the def2-TZVPD basis set",
  "homo_energy_ev": -14.448,
  "total_charge": 1,
  "mol_weight_g_mol": 102.2,
  "elements": ["C", "C", "C", "C", "N", "N", "N", "H", "H", "H", "H", "H", "H", "H", "H", "H", "H", "H", "H"],
  "coordinates": [[-0.323, 0.177, 1.477], [-1.550, 0.974, 1.781], [1.321, -0.044, -1.546], [0.423, -1.099, -0.913], [0.202, -0.856, 2.194], [1.020, 0.235, 1.765], [-0.771, -0.589, -0.230], [-1.783, 1.222, 2.840], [-2.363, 0.222, 1.448], [-1.601, 1.922, 1.286], [0.648, 0.474, -2.235], [1.608, 0.701, -0.809], [2.111, -0.413, -2.128], [1.070, -1.634, -0.098], [0.305, -1.786, -1.743], [0.086, -0.772, 3.199], [1.830, 0.157, 1.086], [-1.393, -1.291, 0.268], [-1.237, 0.243, -0.438]]
}

***

i (2.937 eV below the next structure)

***

--- i ---
{
  "formula": "C2HFN2O",
  "method": "ωB97M-V with the def2-TZVPD basis set",
  "homo_energy_ev": -10.910,
  "mol_weight_g_mol": 88.0,
  "elements": ["C", "C", "H", "N", "N", "O", "F"],
  "coordinates": [[-0.624, -0.686, -0.100], [0.838, 0.648, -0.111], [1.838, 0.988, -0.301], [0.423, -0.498, -0.802], [-0.079, 1.090, 0.757], [-1.031, 0.187, 0.713], [-1.365, -1.730, -0.155]]
}

***

--- ii ---
{
  "formula": "C2HFN2O",
  "method": "ωB97M-V with the def2-TZVPD basis set",
  "homo_energy_ev": -10.350,
  "smiles": "Fc1cnno1",
  "mol_weight_g_mol": 88.0,
  "elements": ["F", "C", "C", "N", "N", "O", "H"],
  "coordinates": [[0.464, 1.659, -1.031], [0.051, 0.663, -0.354], [0.530, -0.653, -0.268], [-0.309, -1.162, 0.698], [-1.180, -0.355, 1.091], [-0.932, 0.908, 0.486], [1.377, -1.059, -0.622]]
}

***

i (0.585 eV below the next structure)

***

--- i ---
{
  "formula": "C5H11N",
  "method": "ωB97M-V with the def2-TZVPD basis set",
  "homo_energy_ev": -7.956,
  "smiles": "C=CC.C=CN",
  "mol_weight_g_mol": 85.1,
  "elements": ["C", "C", "C", "H", "H", "H", "H", "H", "H", "C", "C", "N", "H", "H", "H", "H", "H"],
  "coordinates": [[-1.087, -1.506, 0.472], [-1.223, -2.157, -0.723], [-0.031, -2.520, -1.668], [-1.917, -0.776, 0.790], [-0.331, -1.583, 1.381], [-2.252, -2.449, -1.127], [0.346, -3.544, -1.782], [-0.490, -2.441, -2.624], [0.701, -1.808, -1.417], [-0.443, 2.600, 0.816], [0.839, 2.312, 1.386], [1.876, 2.005, 0.497], [-0.422, 2.671, -0.250], [-1.397, 2.654, 1.254], [1.054, 2.292, 2.477], [1.992, 2.713, -0.308], [2.786, 1.537, 0.828]]
}

***

--- ii ---
{
  "formula": "C5H11N",
  "method": "ωB97M-V with the def2-TZVPD basis set",
  "homo_energy_ev": -7.287,
  "mol_weight_g_mol": 85.1,
  "elements": ["C", "C", "C", "C", "N", "C", "H", "H", "H", "H", "H", "H", "H", "H", "H", "H", "H"],
  "coordinates": [[-0.572, -0.634, 1.943], [-0.876, -0.489, 0.455], [0.892, -1.057, -0.121], [0.823, -0.876, -1.579], [0.052, 0.135, -0.899], [0.595, 1.473, -0.808], [-0.160, -1.621, 2.163], [0.157, 0.119, 2.266], [-1.496, -0.456, 2.513], [-1.427, -1.331, 0.045], [-1.536, 0.401, 0.388], [1.760, -0.534, 0.311], [0.255, -1.561, -2.211], [1.684, -0.434, -2.079], [0.177, 1.973, 0.074], [0.303, 2.044, -1.696], [1.691, 1.471, -0.721]]
}

***

i (1.983 eV below the next structure)

***

--- i ---
{
  "formula": "C5H11N",
  "method": "ωB97M-V with the def2-TZVPD basis set",
  "homo_energy_ev": -9.000,
  "mol_weight_g_mol": 85.2,
  "elements": ["C", "C", "C", "C", "C", "H", "H", "H", "H", "H", "H", "H", "H", "H", "H", "H", "N"],
  "coordinates": [[0.308, -0.832, 1.361], [0.192, 0.039, 0.110], [1.452, 0.937, -0.049], [-1.190, 0.637, 0.092], [-0.302, -0.758, -1.050], [1.172, -1.469, 1.301], [-0.580, -1.474, 1.522], [0.464, -0.231, 2.186], [1.434, 1.110, -1.254], [1.563, 2.055, 0.466], [2.264, 0.140, 0.099], [-1.784, 0.616, 1.024], [-1.257, 1.723, -0.238], [-2.138, 0.185, -1.711], [0.179, -0.447, -2.050], [-0.029, -1.898, -0.898], [-1.748, -0.333, -0.910]]
}

***

--- ii ---
{
  "formula": "C5H11N",
  "method": "ωB97M-V with the def2-TZVPD basis set",
  "homo_energy_ev": -7.172,
  "mol_weight_g_mol": 85.1,
  "elements": ["C", "C", "C", "C", "N", "C", "H", "H", "H", "H", "H", "H", "H", "H", "H", "H", "H"],
  "coordinates": [[1.735, -0.941, -0.272], [0.874, 0.287, -0.489], [0.060, 0.523, 1.774], [-0.790, 1.504, 1.070], [-0.404, 0.337, 0.290], [-1.445, -0.614, -0.067], [2.080, -0.996, 0.753], [1.200, -1.854, -0.505], [2.612, -0.930, -0.917], [1.451, 1.178, -0.251], [0.542, 0.342, -1.522], [-0.587, -0.179, 2.306], [-0.366, 2.447, 0.744], [-1.869, 1.538, 1.189], [-1.046, -1.613, -0.169], [-1.927, -0.355, -1.001], [-2.199, -0.650, 0.705]]
}

***

--- iii ---
{
  "formula": "C5H11N",
  "method": "ωB97M-V with the def2-TZVPD basis set",
  "homo_energy_ev": -6.846,
  "mol_weight_g_mol": 85.1,
  "elements": ["C", "C", "N", "C", "C", "C", "H", "H", "H", "H", "H", "H", "H", "H", "H", "H", "H"],
  "coordinates": [[-1.502, 1.549, 0.798], [-1.195, -1.023, -1.031], [-0.063, -0.915, -0.392], [0.612, -1.514, 0.758], [1.074, -0.369, -0.035], [2.248, 0.277, -0.661], [-2.174, 0.819, 1.256], [-1.330, 2.382, 1.482], [-1.944, 1.908, -0.135], [-1.949, -1.682, -0.625], [-1.403, -0.353, -1.854], [0.120, -1.359, 1.725], [0.977, -2.534, 0.594], [-0.544, 1.072, 0.588], [2.818, 0.828, 0.095], [1.936, 0.997, -1.424], [2.929, -0.448, -1.130]]
}

***

i (1.338 eV below the next structure)